{
  "formula": "C3H5N3",
  "method": "ωB97M-V/def2-TZVPD",
  "smiles": "Cc1cn[nH]n1",
  "total_charge": 0,
  "lumo_energy_ev": 1.17,
  "multiplicity": 1,
  "relative_energy_kcal_mol": 17.7,
  "largest_force_ev_per_a": 0.27,
  "elements": ["C", "C", "C", "N", "N", "N", "H", "H", "H", "H", "H"],
  "xyz": [[0.45, 1.36, 0.91], [0.04, 0.13, 0.16], [0.29, -0.24, -1.17], [-0.26, -1.43, -1.40], [-0.81, -1.73, -0.24], [-0.68, -0.85, 0.73], [1.31, 1.16, 1.55], [0.71, 2.16, 0.22], [-0.37, 1.70, 1.55], [0.83, 0.28, -1.94], [-1.32, -2.59, -0.11]]
}

{
  "formula": "C5H8N2O2",
  "method": "ωB97M-V/def2-TZVPD",
  "smiles": "c1c[nH]cn1.CC(=O)O",
  "total_charge": 0,
  "lumo_energy_ev": 0.83,
  "multiplicity": 1,
  "relative_energy_kcal_mol": 14.4,
  "largest_force_ev_per_a": 1.31,
  "elements": ["C", "C", "N", "C", "N", "H", "H", "H", "H", "C", "C", "O", "O", "H", "H", "H", "H"],
  "xyz": [[-0.42, 0.77, -1.98], [-0.14, 1.53, -3.10], [-0.99, 2.61, -3.02], [-1.73, 2.47, -1.88], [-1.41, 1.36, -1.23], [0.04, -0.17, -1.68], [0.56, 1.40, -3.92], [-1.06, 3.38, -3.69], [-2.49, 3.19, -1.58], [-5.47, 2.01, 3.58], [-4.64, 2.15, 2.33], [-4.71, 3.05, 1.53], [-3.78, 1.11, 2.20], [-6.16, 2.87, 3.67], [-4.82, 1.99, 4.47], [-6.06, 1.08, 3.55], [-3.28, 1.29, 1.36]]
}

{
  "formula": "C30H60Cl30",
  "method": "ωB97M-V/def2-TZVPD",
  "total_charge": 0,
  "lumo_energy_ev": 0.18,
  "multiplicity": 1,
  "relative_energy_kcal_mol": 4.3,
  "largest_force_ev_per_a": 2.88,
  "elements": ["Cl", "C", "C", "Cl", "H", "H", "H", "H", "Cl", "C", "C", "Cl", "H", "H", "H", "H", "Cl", "C", "C", "Cl", "H", "H", "H", "H", "Cl", "C", "C", "Cl", "H", "H", "H", "H", "Cl", "C", "C", "Cl", "H", "H", "H", "H", "Cl", "C", "C", "Cl", "H", "H", "H", "H", "Cl", "C", "C", "Cl", "H", "H", "H", "H", "Cl", "C", "C", "Cl", "H", "H", "H", "H", "Cl", "C", "C", "Cl", "H", "H", "H", "H", "Cl", "C", "C", "Cl", "H", "H", "H", "H", "Cl", "C", "C", "Cl", "H", "H", "H", "H", "Cl", "C", "C", "Cl", "H", "H", "H", "H", "Cl", "C", "C", "Cl", "H", "H", "H", "H", "Cl", "C", "C", "Cl", "H", "H", "H", "H", "Cl", "C", "C", "Cl", "H", "H", "H", "H"],
  "xyz": [[-2.55, 2.97, -0.94], [-2.76, 2.39, -2.67], [-3.94, 3.07, -3.36], [-5.57, 2.83, -2.45], [-2.99, 1.33, -2.52], [-1.79, 2.68, -3.22], [-4.03, 2.70, -4.39], [-3.90, 4.14, -3.27], [-4.38, -1.28, 4.98], [-4.81, -2.63, 3.74], [-4.54, -3.95, 4.43], [-4.47, -5.26, 3.33], [-4.30, -2.43, 2.85], [-5.89, -2.47, 3.65], [-5.37, -4.09, 5.11], [-3.54, -3.90, 4.94], [-5.95, 0.51, 2.06], [-6.28, 1.03, 0.39], [-5.97, -0.13, -0.54], [-4.15, -0.30, -0.41], [-5.66, 1.94, 0.01], [-7.29, 1.34, 0.35], [-6.20, 0.03, -1.57], [-6.42, -1.04, -0.21], [-4.85, -0.88, -4.03], [-3.57, -1.63, -4.98], [-2.22, -1.58, -4.36], [-2.16, -2.63, -2.93], [-3.42, -0.97, -5.86], [-3.93, -2.63, -5.16], [-2.02, -0.60, -4.04], [-1.47, -1.90, -5.08], [-1.02, 1.29, 3.72], [-1.79, 1.72, 2.16], [-3.02, 2.58, 2.24], [-2.47, 4.28, 2.54], [-2.03, 0.85, 1.68], [-0.97, 2.10, 1.63], [-3.59, 2.27, 3.12], [-3.59, 2.54, 1.34], [1.61, -4.22, -3.66], [2.71, -2.81, -3.98], [4.13, -3.08, -3.78], [4.39, -3.59, -2.02], [2.39, -2.01, -3.37], [2.62, -2.56, -5.04], [4.70, -2.21, -4.05], [4.40, -3.97, -4.31], [-0.94, -3.93, 4.86], [-0.91, -2.11, 5.08], [-0.99, -1.89, 6.53], [-1.32, -0.19, 6.75], [-1.68, -1.68, 4.48], [0.02, -1.73, 4.65], [-0.04, -2.00, 7.03], [-1.77, -2.54, 6.97], [-0.85, 2.87, -6.40], [0.88, 2.92, -5.72], [1.50, 1.60, -5.99], [0.59, 0.22, -5.28], [0.90, 3.30, -4.72], [1.38, 3.64, -6.33], [2.53, 1.54, -5.59], [1.52, 1.40, -7.04], [0.30, -1.08, 1.09], [-0.02, -1.62, -0.54], [0.66, -0.85, -1.64], [0.34, 0.87, -1.46], [-1.08, -1.73, -0.65], [0.27, -2.68, -0.62], [0.28, -1.35, -2.57], [1.75, -0.90, -1.61], [5.13, 2.70, 0.60], [3.63, 1.78, 0.73], [2.84, 1.94, 1.97], [2.05, 3.64, 2.02], [3.92, 0.76, 0.49], [2.98, 2.21, -0.04], [3.36, 1.85, 2.94], [2.12, 1.15, 1.99], [3.01, 5.57, -3.11], [2.01, 4.99, -1.70], [0.72, 5.70, -1.55], [-0.36, 5.50, -3.02], [2.72, 5.10, -0.82], [1.91, 3.92, -1.79], [0.86, 6.74, -1.35], [0.18, 5.25, -0.73], [2.80, 0.99, 5.39], [1.99, 2.68, 5.43], [1.67, 2.93, 6.86], [1.40, 4.66, 7.12], [1.12, 2.64, 4.78], [2.75, 3.42, 5.17], [2.54, 2.68, 7.51], [0.82, 2.32, 7.23], [-2.08, -4.23, 0.64], [-1.33, -5.38, 1.72], [0.14, -5.05, 1.88], [1.02, -5.21, 0.30], [-1.58, -6.39, 1.37], [-1.90, -5.22, 2.66], [0.53, -5.71, 2.58], [0.20, -4.03, 2.30], [3.51, 0.81, -3.05], [5.02, 1.70, -2.80], [5.87, 1.61, -4.06], [6.23, -0.11, -4.39], [5.56, 1.28, -1.92], [4.76, 2.77, -2.64], [6.77, 2.18, -3.88], [5.45, 2.02, -4.97], [6.03, -2.18, 0.84], [4.86, -3.42, 1.62], [3.54, -2.92, 2.05], [3.78, -1.53, 3.16], [5.48, -3.79, 2.46], [4.79, -4.10, 0.81], [2.91, -3.66, 2.59], [2.93, -2.52, 1.25]]
}

Please write out number 2 again, unchanged.
{
  "formula": "C5H8N2O2",
  "method": "ωB97M-V/def2-TZVPD",
  "smiles": "c1c[nH]cn1.CC(=O)O",
  "total_charge": 0,
  "lumo_energy_ev": 0.83,
  "multiplicity": 1,
  "relative_energy_kcal_mol": 14.4,
  "largest_force_ev_per_a": 1.31,
  "elements": ["C", "C", "N", "C", "N", "H", "H", "H", "H", "C", "C", "O", "O", "H", "H", "H", "H"],
  "xyz": [[-0.42, 0.77, -1.98], [-0.14, 1.53, -3.10], [-0.99, 2.61, -3.02], [-1.73, 2.47, -1.88], [-1.41, 1.36, -1.23], [0.04, -0.17, -1.68], [0.56, 1.40, -3.92], [-1.06, 3.38, -3.69], [-2.49, 3.19, -1.58], [-5.47, 2.01, 3.58], [-4.64, 2.15, 2.33], [-4.71, 3.05, 1.53], [-3.78, 1.11, 2.20], [-6.16, 2.87, 3.67], [-4.82, 1.99, 4.47], [-6.06, 1.08, 3.55], [-3.28, 1.29, 1.36]]
}